Density functional theory data (the ωB97M-V functional and the def2-TZVPD basis) for C38H65N7O6PSSi3Ti as an isolated structure.

max |F|: 0.051 Eh/bohr
spin multiplicity: 3
E_HOMO (spin up / spin down): -2.64 / -5.53 eV
total charge: -1
orbital gap (spin up / spin down): 4.59 / 7.49 eV
expectation value of S²: 2.033
total energy: -130054.4330 eV

```
122
Properties=species:S:1:pos:R:3:forces:R:3
Ti 0.00810 1.25436 0.05280 -1.7 -1.2 1.5
C -1.96834 -1.15783 1.83433 0.0 0.2 0.1
O -1.32193 0.10968 1.61977 -0.1 -0.2 -0.1
Si -1.12415 1.23651 2.87797 0.2 0.0 -0.1
C -0.51412 0.27239 4.37086 0.2 0.0 0.1
C -2.85959 1.73781 3.36373 -0.1 0.4 -0.1
C 0.04016 2.36463 2.01725 0.1 0.1 0.1
Si 1.82838 2.39530 2.63579 0.2 0.3 0.2
C 3.09762 2.75132 1.30673 -0.1 0.0 -0.2
C 2.55476 0.91721 3.56612 -0.2 -0.2 0.1
C 2.07148 3.75142 3.93412 -0.1 0.2 0.1
Si -0.60323 4.09895 1.83094 -0.1 0.2 0.0
C -1.08759 4.94204 3.44504 0.0 0.0 0.3
C -2.19097 4.09340 0.79954 -0.1 0.0 0.0
C 0.59739 5.26874 0.98517 0.2 0.0 -0.1
H -1.53434 -1.65812 2.70534 0.0 0.1 0.0
H -1.83691 -1.76911 0.95241 0.0 0.0 -0.2
H -3.03783 -1.01407 2.00838 0.0 0.0 0.0
H -1.35155 -0.23759 4.85622 0.1 0.0 0.0
H -0.05901 0.94757 5.10625 -0.1 -0.1 -0.1
H 0.23873 -0.48183 4.11021 -0.1 0.1 0.1
H -3.36015 0.87123 3.80591 0.0 0.0 0.0
H -3.45610 2.07554 2.50949 0.1 -0.1 0.1
H -2.85523 2.53618 4.11408 -0.1 -0.1 -0.1
H 3.29640 1.85905 0.70523 0.0 0.1 0.0
H 4.03755 3.04966 1.78228 -0.1 -0.1 0.0
H 2.79070 3.54812 0.62725 0.1 -0.1 0.0
H 2.54999 -0.02420 3.01166 0.1 0.1 0.1
H 2.08193 0.75579 4.54092 0.2 0.0 -0.2
H 3.60514 1.17163 3.75058 -0.1 0.0 0.0
H 1.84391 4.75407 3.55478 0.1 -0.2 0.1
H 3.11819 3.74758 4.26229 -0.1 0.0 0.0
H 1.43925 3.57608 4.81644 0.1 0.0 -0.1
H -1.91167 4.41884 3.94333 0.1 0.1 -0.1
H -1.41666 5.96984 3.24557 0.0 -0.1 0.0
H -0.24615 4.98793 4.14584 -0.2 0.0 -0.1
H -3.06831 3.89234 1.42304 0.1 0.0 -0.1
H -2.15056 3.31934 0.02808 -0.1 0.0 0.0
H -2.34850 5.05433 0.29671 0.0 -0.1 0.1
H 1.41835 5.55419 1.65233 -0.1 0.0 -0.1
H 0.07459 6.18385 0.68613 0.0 -0.1 0.0
H 1.03873 4.81446 0.09243 -0.1 0.1 0.1
O 1.26506 -0.16601 0.94966 0.0 -0.2 -0.3
H 0.90864 -0.49983 1.77847 -0.1 0.1 0.1
H 1.41543 -1.03975 0.35155 0.1 -0.1 0.0
S -1.73677 -1.98356 -1.55594 -0.1 0.1 -0.2
C -1.53471 -3.50788 -0.93032 0.1 -0.3 0.2
N -1.38697 -4.56796 -0.46547 0.1 0.2 0.0
C -2.27626 3.60785 -4.30417 -0.1 0.0 0.0
C -1.97700 3.43927 -2.81173 0.4 0.1 0.2
C -0.85953 4.41560 -2.42012 0.0 0.0 -0.1
P -1.68144 1.69896 -2.17987 -0.7 -0.2 -0.2
C -1.01746 0.66784 -3.58826 0.1 0.3 -0.1
C -2.03509 0.07268 -4.56218 0.0 -0.1 -0.1
C 0.10778 1.38528 -4.35868 -0.1 -0.1 0.1
C -3.43069 1.04210 -1.96265 0.0 0.1 0.2
C -4.53140 1.72844 -2.77048 0.0 -0.1 -0.1
C -3.85327 0.99215 -0.48860 -0.1 0.1 -0.2
H -2.79922 4.55710 -4.45385 0.0 0.0 0.0
H -2.89829 2.82174 -4.72439 0.0 0.1 0.0
H -1.35008 3.65149 -4.87679 0.0 0.0 0.0
H -2.86449 3.73696 -2.25103 -0.1 0.0 0.1
H 0.05922 4.20342 -2.97237 0.0 0.0 0.0
H -0.62337 4.37256 -1.36269 0.0 0.0 0.0
H -1.16469 5.43872 -2.66510 0.0 -0.1 0.0
H -0.57352 -0.16371 -3.04931 0.1 -0.1 0.1
H -2.69069 0.82361 -5.00745 0.1 -0.1 0.0
H -2.64638 -0.70097 -4.09702 0.0 0.0 0.0
H -1.48324 -0.40739 -5.37707 0.0 0.0 0.0
H -0.28767 1.87370 -5.25013 0.0 0.0 0.0
H 0.85718 0.66067 -4.68395 0.0 0.0 0.0
H 0.63312 2.13873 -3.77296 0.0 0.0 0.0
H -3.35571 0.00951 -2.29683 0.1 -0.1 0.0
H -4.70451 2.75204 -2.42884 0.0 0.0 0.0
H -5.46511 1.17659 -2.62460 0.0 0.0 0.0
H -4.32774 1.75190 -3.84090 -0.1 0.0 0.1
H -4.16408 1.98066 -0.13324 0.0 0.0 0.0
H -3.05321 0.63159 0.14504 0.1 -0.1 0.1
H -4.70032 0.30954 -0.37277 0.0 0.1 0.0
O 1.03337 2.65004 -0.88993 0.8 0.6 -0.3
C 1.64210 1.72155 -1.52972 0.0 -0.1 -0.1
O 1.10510 0.55556 -1.41568 0.9 0.1 -0.7
C 2.86801 1.95316 -2.26876 0.2 0.1 -0.3
C 3.19560 3.24400 -2.73082 -0.1 0.1 0.1
C 4.36916 3.40070 -3.46763 0.0 -0.1 0.0
C 5.21533 2.33567 -3.71696 -0.1 -0.2 0.1
C 4.89002 1.04597 -3.20799 0.1 0.1 -0.1
C 3.69170 0.86916 -2.50030 0.0 0.0 0.0
N 5.73041 -0.03386 -3.40826 0.1 -0.2 0.0
O 5.40267 -1.17153 -2.92728 0.1 0.4 -0.2
O 6.80340 0.15237 -4.06560 -0.3 -0.1 0.2
H 2.54322 4.08402 -2.51867 0.0 -0.1 0.0
H 4.62754 4.38238 -3.85002 0.0 0.0 0.0
H 6.12680 2.44591 -4.28568 0.0 0.0 0.0
H 3.44898 -0.11051 -2.11682 0.0 0.0 0.0
C 1.45129 -3.79683 1.68925 0.0 0.0 -0.2
C 1.72556 -3.51696 0.24935 -0.2 0.0 -0.2
N 1.60828 -2.35217 -0.34172 0.3 0.2 -0.1
C 1.89378 -2.53800 -1.68479 -0.2 0.1 0.2
C 2.17042 -3.84247 -1.90131 0.0 -0.1 0.1
N 2.05527 -4.46149 -0.66563 0.3 -0.1 -0.1
C 2.32809 -5.84237 -0.38808 0.0 0.1 0.0
N 3.74577 -6.16183 -0.48621 -0.3 0.2 -0.1
N 4.08217 -7.36648 -0.99665 0.1 0.2 0.1
N 5.35402 -7.47792 -1.01270 0.2 0.0 0.0
C 5.90030 -6.30861 -0.52050 0.0 -0.2 0.0
C 7.23826 -5.93428 -0.36992 0.1 -0.1 0.0
C 7.49078 -4.67677 0.11919 0.1 0.0 0.0
C 6.43937 -3.79820 0.45563 -0.1 0.0 0.0
C 5.11870 -4.15410 0.32125 -0.1 0.1 0.0
C 4.86591 -5.44000 -0.17868 -0.1 -0.1 0.0
H 1.34755 -2.85306 2.22258 0.0 0.0 0.0
H 2.25300 -4.36974 2.16022 0.0 0.0 0.0
H 0.51502 -4.35091 1.77780 0.0 0.0 0.0
H 1.84755 -1.71778 -2.38471 0.0 -0.1 0.1
H 2.44984 -4.38522 -2.79063 0.0 0.0 0.1
H 1.82813 -6.48165 -1.10584 -0.1 -0.1 -0.1
H 1.94017 -6.06999 0.59908 0.0 0.0 0.1
H 8.03270 -6.61688 -0.64929 -0.1 0.1 0.0
H 8.51336 -4.33891 0.22965 0.0 0.0 0.0
H 6.67706 -2.80390 0.81194 0.0 0.0 0.0
H 4.33430 -3.44759 0.55259 0.0 0.0 0.0
```
Forces are in eV/Å.